Below is C27H35Cl2N7OPmS3 as an isolated structure, with properties calculated with the ωB97M-V functional and the def2-TZVPD basis.

Calculated values
net charge = +1
DFT total energy = -115145.641 eV
Kohn-Sham gap (alpha / beta) = 4.790 / 4.794 eV
relative energy (zero: lowest compared OMol25 entry of this formula, charge and spin) = 99.3 kJ/mol
2S+1 = 5
LUMO (alpha / beta) = -5.15 / -5.15 eV
highest occupied orbital energy (alpha / beta) = -9.9 / -9.9 eV

Cartesian coordinates (Å):
Pm (-0.230, -1.632, 0.078)
O (-2.150, -2.648, -0.217)
N (-3.022, -3.362, 0.497)
C (-4.321, -3.399, 0.101)
C (-5.202, -4.141, 0.857)
C (-4.704, -4.830, 1.990)
C (-3.402, -4.671, 2.412)
C (-2.527, -3.915, 1.627)
S (-0.958, -3.508, 2.081)
H (-4.529, -2.858, -0.837)
H (-6.293, -4.096, 0.615)
H (-5.328, -5.499, 2.548)
H (-3.040, -5.072, 3.342)
C (5.264, -4.176, 1.872)
C (5.071, -3.022, 2.663)
C (4.017, -2.181, 2.446)
C (3.012, -2.572, 1.525)
C (3.187, -3.739, 0.778)
C (4.333, -4.517, 0.871)
N (1.886, -1.788, 1.396)
N (2.104, -0.578, 1.925)
C (1.056, 0.089, 2.449)
C (1.427, 1.143, 3.356)
C (0.408, 1.901, 3.906)
C (-0.947, 1.531, 3.685)
C (-1.220, 0.467, 2.821)
N (-0.243, -0.198, 2.166)
H (6.167, -4.823, 2.018)
H (5.751, -2.823, 3.500)
H (3.799, -1.285, 3.038)
H (2.396, -3.980, 0.067)
H (4.444, -5.436, 0.282)
H (2.504, 1.325, 3.505)
H (0.583, 2.746, 4.605)
H (-1.736, 2.111, 4.126)
H (-2.189, 0.010, 2.737)
S (1.200, -2.523, -4.730)
C (1.084, -2.264, -3.173)
N (0.829, -2.113, -2.003)
C (-0.058, 3.353, -4.324)
C (1.460, 3.051, -4.479)
C (2.196, 2.913, -3.122)
C (1.542, 1.910, -2.191)
N (0.666, 2.537, -1.199)
C (-0.511, 2.105, -0.747)
S (-1.248, 0.647, -1.303)
N (-1.120, 2.803, 0.231)
C (-0.921, 4.234, 0.487)
C (-1.235, 5.187, -0.645)
C (-2.722, 5.198, -1.077)
C (-3.706, 5.551, 0.026)
H (-0.554, 3.473, -5.302)
H (-0.184, 4.309, -3.837)
H (-0.604, 2.535, -3.843)
H (1.974, 3.800, -5.086)
H (1.526, 2.103, -5.042)
H (2.186, 3.921, -2.676)
H (3.236, 2.633, -3.272)
H (2.308, 1.329, -1.631)
H (0.933, 1.189, -2.714)
H (1.090, 3.252, -0.618)
H (-1.972, 2.352, 0.558)
H (0.105, 4.403, 0.881)
H (-1.540, 4.466, 1.358)
H (-0.589, 4.996, -1.517)
H (-0.972, 6.151, -0.262)
H (-2.961, 4.231, -1.512)
H (-2.776, 5.906, -1.913)
H (-3.976, 4.693, 0.691)
H (-4.640, 5.976, -0.308)
H (-3.330, 6.301, 0.727)
Cl (0.111, -5.499, -1.170)
C (1.638, -6.315, -1.356)
Cl (2.446, -5.802, -2.850)
H (1.439, -7.404, -1.398)
H (2.276, -6.163, -0.486)